Here is a cluster of 6 separate species, C39H58ClF7N2O17P2S3 in total from the Open Molecules 2025 dataset. Energies are from ωB97M-V with the def2-TZVPD basis set.

CARTESIAN COORDINATES (ANGSTROEM)
N  -0.91  -0.99  -0.79
P  -1.76  -0.29  -2.07
O  -3.35  -0.40  -1.64
C  -1.36  1.49  -1.85
C  -1.16  2.08  -0.60
C  -0.83  3.42  -0.49
C  -0.69  4.23  -1.61
C  -0.31  5.68  -1.46
C  1.23  5.83  -1.34
C  1.71  6.16  0.09
C  2.78  5.21  0.62
S  4.43  5.68  0.13
O  4.40  6.86  -0.67
O  5.29  5.64  1.27
Cl  4.98  4.11  -1.06
C  -0.91  3.66  -2.86
C  -1.23  2.31  -2.97
S  -1.43  1.66  -4.62
C  -0.06  2.53  -5.36
C  0.12  3.86  -4.97
C  1.16  4.59  -5.49
C  2.04  4.01  -6.37
C  1.89  2.68  -6.74
S  3.15  2.12  -7.85
O  3.21  3.06  -8.93
O  3.11  0.74  -8.19
C  4.79  2.39  -6.98
F  4.96  3.69  -6.64
F  5.68  2.11  -7.95
C  5.12  1.48  -5.74
F  6.45  1.19  -5.81
F  4.45  0.32  -5.80
C  4.89  2.14  -4.34
F  6.00  2.77  -3.93
F  4.60  1.16  -3.45
F  3.86  3.00  -4.35
C  0.82  1.91  -6.25
P  0.36  0.14  -6.65
O  0.41  0.23  -8.30
O  1.75  -0.59  -6.17
N  -0.80  4.46  -4.05
H  -0.19  -1.62  -1.13
H  -0.48  -0.31  -0.17
H  -3.54  0.13  -0.86
H  -1.24  1.47  0.29
H  -0.66  3.85  0.49
H  -0.79  6.07  -0.56
H  -0.67  6.24  -2.31
H  1.58  6.58  -2.04
H  1.68  4.88  -1.64
H  2.09  7.19  0.10
H  0.88  6.14  0.79
H  2.78  5.18  1.71
H  2.58  4.20  0.27
H  1.26  5.63  -5.20
H  2.84  4.61  -6.78
H  1.02  -0.42  -8.67
H  1.92  -1.38  -6.69
H  -1.72  4.42  -4.50
O  1.62  -2.49  -1.84
C  2.44  -2.79  -1.02
O  2.22  -2.43  0.26
C  3.04  -2.86  1.35
C  4.26  -1.99  1.53
C  3.72  -3.49  -1.39
H  3.30  -3.92  1.24
H  2.40  -2.79  2.23
H  4.92  -2.03  0.66
H  4.83  -2.30  2.40
H  3.96  -0.95  1.67
H  4.44  -2.74  -1.73
H  3.50  -4.16  -2.22
H  4.17  -4.07  -0.59
O  -2.45  -0.08  1.57
C  -2.53  -1.19  2.04
O  -3.71  -1.81  2.02
C  -3.87  -3.19  2.39
C  -4.05  -3.36  3.88
C  -1.35  -1.84  2.71
H  -3.05  -3.79  1.99
H  -4.77  -3.51  1.87
H  -3.18  -3.03  4.44
H  -4.24  -4.41  4.12
H  -4.90  -2.77  4.23
H  -1.29  -1.47  3.74
H  -0.45  -1.53  2.17
H  -1.38  -2.92  2.72
O  -5.23  -1.79  6.38
C  -6.22  -1.12  6.36
O  -7.09  -1.30  5.34
C  -8.38  -0.67  5.29
C  -8.30  0.72  4.71
C  -6.48  -0.04  7.38
H  -8.85  -0.68  6.27
H  -8.97  -1.31  4.65
H  -7.70  1.39  5.33
H  -9.30  1.15  4.62
H  -7.85  0.69  3.72
H  -5.95  0.86  7.07
H  -6.08  -0.37  8.33
H  -7.53  0.20  7.53
O  4.65  -0.41  4.12
C  5.43  -0.65  4.99
O  5.12  -0.27  6.25
C  5.89  -0.64  7.39
C  7.06  0.30  7.63
C  6.78  -1.27  4.72
H  6.22  -1.68  7.32
H  5.20  -0.59  8.23
H  7.76  0.28  6.80
H  7.59  0.03  8.54
H  6.69  1.32  7.72
H  7.47  -0.49  4.41
H  6.67  -1.98  3.90
H  7.21  -1.81  5.56
O  -3.74  -7.70  0.39
C  -4.59  -7.29  -0.34
O  -4.75  -5.96  -0.47
C  -5.61  -5.35  -1.44
C  -7.04  -5.26  -0.94
C  -5.54  -8.22  -1.06
H  -5.54  -5.87  -2.39
H  -5.21  -4.36  -1.58
H  -7.47  -6.25  -0.77
H  -7.66  -4.74  -1.67
H  -7.08  -4.71  0.00
H  -6.35  -8.48  -0.37
H  -5.00  -9.13  -1.31
H  -5.97  -7.82  -1.97

- lowest unoccupied orbital energy (Eh) = 0.001
- SMILES = NP(O)c1ccc(CCCCS(=O)(=O)Cl)c2c1Sc1c(ccc(S(=O)(=O)C(F)(F)C(F)(F)C(F)(F)F)c1P(O)O)N2.CCOC(C)=O.CCOC(C)=O.CCOC(C)=O.CCOC(C)=O.CCOC(C)=O
- frontier orbital gap (eV) = 7.763
- HOMO level (eV) = -7.75

Results of the Löwdin charge analysis, in e, for atoms 1 through 2: -0.14 0.82

=====

Here is a structure of composition C6H13NO2 from the Open Molecules 2025 dataset. Energies are from ωB97M-V with the def2-TZVPD basis set.

CARTESIAN COORDINATES (ANGSTROEM)
C  -0.35  0.19  -2.12
C  0.38  -0.39  -0.95
N  2.67  0.49  0.15
O  1.47  0.99  -0.41
O  0.97  -1.45  -0.97
H  2.63  -0.53  0.04
H  3.41  0.82  -0.46
H  0.32  0.14  -2.98
H  -1.25  -0.39  -2.33
H  -0.63  1.23  -1.94
C  -2.04  0.05  0.37
C  -0.20  -1.22  1.57
C  -0.55  -0.06  0.65
C  0.18  1.15  0.86
H  -2.40  -0.85  -0.14
H  -2.28  0.91  -0.25
H  -2.59  0.15  1.30
H  0.87  -1.24  1.79
H  -0.45  -2.17  1.10
H  -0.74  -1.14  2.52
H  -0.26  2.08  0.51
H  0.86  1.23  1.70

- lowest unoccupied orbital energy (Eh) = 0.026
- frontier orbital gap (eV) = 8.916
- HOMO level (eV) = -8.20

Results of the Löwdin charge analysis, in e, for atoms 1 through 2: -0.01 -0.46

=====

ΔE to the lowest compared entry with this formula, charge and spin, respectively: 0.00; 449.71 kJ/mol.